Entry 1:
Density functional theory data (ωB97M-V with the def2-TZVPD basis set) for C25H29BCl3GeN6OPPt as an isolated structure.

The geometry in ORCA input format:
```
! wB97M-V def2-TZVPD RIJCOSX def2/J DEFGRID3
* xyz 3 2
Pt -0.03 0.36 -0.15
C 3.94 -0.69 1.23
C 2.70 -0.10 1.44
N 1.96 -0.17 0.32
N 2.72 -0.79 -0.62
C 3.90 -1.12 -0.09
B 2.11 -1.14 -1.99
N 1.69 0.17 -2.66
C 2.09 0.71 -3.82
C 1.47 1.93 -3.99
C 0.68 2.09 -2.86
N 0.81 1.02 -2.06
N 0.83 -1.97 -1.72
C 0.56 -3.25 -2.01
C -0.61 -3.62 -1.38
C -1.02 -2.49 -0.69
N -0.14 -1.50 -0.91
H 4.76 -0.78 1.92
H 2.33 0.40 2.32
H 4.64 -1.62 -0.68
H 2.88 -1.74 -2.66
H 2.79 0.18 -4.45
H 1.59 2.62 -4.81
H 0.04 2.91 -2.59
H 1.23 -3.81 -2.65
H -1.10 -4.58 -1.41
H -1.87 -2.35 -0.05
C -3.26 1.26 0.64
P -2.20 0.95 -0.79
C -3.06 -0.30 -1.76
C -2.22 2.46 -1.74
C -1.93 3.67 -1.09
C -2.00 4.86 -1.78
C -2.37 4.86 -3.12
C -2.66 3.67 -3.77
C -2.58 2.47 -3.08
H -2.98 2.18 1.15
H -3.23 0.43 1.34
H -4.28 1.36 0.27
H -4.01 0.12 -2.10
H -3.28 -1.17 -1.14
H -2.47 -0.61 -2.61
H -1.63 3.68 -0.04
H -1.78 5.80 -1.28
H -2.42 5.80 -3.67
H -2.96 3.67 -4.81
H -2.80 1.55 -3.61
C -0.33 3.43 3.14
C 0.42 2.78 2.02
O -0.10 1.69 1.57
C 1.60 3.39 1.49
C 2.28 4.34 2.29
C 3.46 4.89 1.85
C 3.97 4.55 0.60
C 3.29 3.64 -0.22
C 2.12 3.06 0.23
H -1.28 2.93 3.30
H -0.51 4.48 2.91
H 0.23 3.42 4.08
H 1.89 4.64 3.25
H 3.99 5.60 2.47
H 4.89 4.99 0.25
H 3.68 3.40 -1.20
H 1.59 2.39 -0.43
Cl 1.07 0.71 4.61
Ge -0.41 -0.20 3.51
Cl -0.02 -2.04 2.71
Cl -2.37 0.26 3.90
*
```

Results
Expectation value of S²: 0.75
Electronic energy in a.u.: -5316.04739
HOMO energy (alpha / beta) in eV: -17.221 / -17.220
Energy relative to the best compared isomer or geometry (same formula, charge and spin) in eV: 0.000
Gap between HOMO and LUMO (alpha / beta) in eV: 6.2 / 6.1



Entry 2:
Density functional theory data (ωB97M-V with the def2-TZVPD basis set) for C25H29CaN2S2Se as an isolated structure.

The geometry in ORCA input format:
```
! wB97M-V def2-TZVPD RIJCOSX def2/J DEFGRID3
* xyz -1 1
Ca -0.93 -0.34 -0.45
C -1.10 -0.49 2.64
N -0.02 0.03 1.79
C 0.22 1.45 2.10
C 0.83 2.19 0.92
N -0.17 2.34 -0.14
C 0.43 2.77 -1.40
C -1.26 3.22 0.24
C -0.99 4.49 0.74
C -2.00 5.35 1.12
C -3.32 4.93 0.99
C -3.60 3.68 0.47
C -2.59 2.80 0.07
S -3.07 1.27 -0.61
C 1.20 -0.76 1.91
C 1.64 -1.13 3.18
C 2.75 -1.92 3.38
C 3.46 -2.36 2.27
C 3.06 -1.98 1.00
C 1.95 -1.15 0.78
S 1.64 -0.67 -0.88
H -0.99 -0.24 3.70
H -1.15 -1.57 2.54
H -2.06 -0.08 2.29
H 0.87 1.55 2.98
H -0.74 1.92 2.34
H 1.67 1.61 0.53
H 1.23 3.16 1.27
H -0.33 2.77 -2.18
H 1.22 2.06 -1.68
H 0.87 3.78 -1.33
H 0.04 4.82 0.84
H -1.77 6.33 1.52
H -4.13 5.59 1.29
H -4.63 3.35 0.36
H 1.08 -0.79 4.05
H 3.05 -2.20 4.38
H 4.32 -3.01 2.39
H 3.61 -2.30 0.13
C 0.69 -8.76 -0.34
C 0.12 -7.38 -0.17
C -0.08 -6.54 -1.25
C -0.65 -5.28 -1.11
C -0.80 -4.40 -2.32
C -1.06 -4.84 0.16
Se -2.00 -3.17 0.35
C -0.81 -5.66 1.27
C -1.11 -5.24 2.69
C -0.24 -6.91 1.08
H 0.79 -9.02 -1.40
H 0.05 -9.51 0.13
H 1.68 -8.85 0.12
H 0.23 -6.87 -2.24
H -0.41 -4.90 -3.21
H -0.24 -3.47 -2.18
H -1.84 -4.14 -2.48
H -1.61 -4.27 2.72
H -0.18 -5.16 3.25
H -1.75 -5.97 3.19
H -0.07 -7.54 1.95
*
```

Results
Electronic energy in a.u.: -4955.17415
HOMO energy in eV: -4.042
Energy relative to the best compared isomer or geometry (same formula, charge and spin) in eV: 0.294
Gap between HOMO and LUMO in eV: 6.8



Entry 3:
Density functional theory data (ωB97M-V with the def2-TZVPD basis set) for C25H29Cl2IrN7O4PS as an isolated structure.

The geometry in ORCA input format:
```
! wB97M-V def2-TZVPD RIJCOSX def2/J DEFGRID3
* xyz 1 6
Ir -0.14 0.04 0.11
N 4.55 -4.64 -4.92
C 3.55 -3.86 -4.39
C 3.79 -2.52 -4.07
C 2.79 -1.75 -3.51
C 1.54 -2.31 -3.28
C 1.28 -3.64 -3.60
C 2.28 -4.41 -4.16
S 0.29 -1.40 -2.47
O 0.68 0.01 -2.48
O -0.99 -1.75 -3.00
N 0.41 -1.77 -0.86
C -0.47 -2.71 -0.31
N -0.69 -3.88 -0.87
C -1.58 -4.66 -0.26
C -2.26 -4.27 0.89
C -1.95 -3.03 1.39
N -1.05 -2.25 0.81
H 5.42 -4.22 -5.21
H 4.35 -5.55 -5.27
H 4.76 -2.09 -4.27
H 2.96 -0.71 -3.27
H 0.30 -4.06 -3.41
H 2.09 -5.44 -4.42
H -1.77 -5.62 -0.72
H -2.99 -4.91 1.36
H -2.44 -2.63 2.28
C 0.05 0.74 2.44
C -1.04 0.08 3.10
C -2.36 0.55 2.97
C -3.39 -0.03 3.68
C -3.13 -1.09 4.55
C -1.83 -1.59 4.67
C -0.80 -1.02 3.95
H 1.06 0.47 2.73
H -0.11 1.80 2.23
H -2.56 1.38 2.30
H -4.40 0.34 3.58
H -3.93 -1.54 5.12
H -1.63 -2.42 5.34
H 0.21 -1.41 4.04
C 3.96 3.36 -1.10
N 3.71 3.21 0.34
C 3.13 4.44 0.86
N 1.91 4.67 0.07
C 2.18 4.91 -1.36
N 2.75 3.67 -1.86
C 1.81 2.56 -1.90
P 1.23 2.05 -0.21
C 2.90 2.03 0.63
C 0.81 3.81 0.35
H 4.38 2.43 -1.48
H 4.68 4.16 -1.24
H 3.82 5.26 0.72
H 2.88 4.33 1.91
H 2.88 5.73 -1.47
H 1.25 5.14 -1.88
H 2.26 1.69 -2.36
H 0.93 2.82 -2.50
H 3.41 1.13 0.28
H 2.76 1.93 1.71
H 0.59 3.79 1.42
H -0.08 4.10 -0.20
Cl -4.55 2.94 0.27
C -3.70 2.22 -1.11
Cl -3.61 3.33 -2.48
C -2.30 1.81 -0.64
O -2.17 0.54 -0.49
O -1.46 2.68 -0.42
H -4.27 1.35 -1.41
*
```

Results
Expectation value of S²: 8.79
Electronic energy in a.u.: -3418.19046
HOMO energy (alpha / beta) in eV: -9.481 / -10.237
Energy relative to the best compared isomer or geometry (same formula, charge and spin) in eV: 0.000
Gap between HOMO and LUMO (alpha / beta) in eV: 7.3 / 3.9